No. 1
{"formula": "C31H41AsCrN5OPSSe2", "method": "wB97M-V/def2-TZVPD", "species": ["Cr", "Se", "Se", "C", "C", "C", "C", "C", "N", "C", "C", "C", "C", "C", "N", "H", "H", "H", "H", "H", "H", "H", "H", "N", "C", "C", "C", "C", "C", "C", "S", "N", "C", "C", "C", "C", "C", "C", "N", "H", "H", "H", "H", "H", "H", "H", "H", "H", "C", "As", "C", "C", "O", "H", "H", "H", "H", "H", "H", "H", "H", "H", "C", "C", "P", "C", "C", "C", "C", "H", "H", "H", "H", "H", "H", "H", "H", "H", "H", "H", "H", "H", "H", "H"], "coordinates": [[-0.078, 0.202, 0.097], [2.418, 0.788, -0.650], [4.038, -0.872, -0.534], [3.014, -2.403, -1.157], [3.709, -3.314, -1.943], [3.019, -4.416, -2.418], [1.674, -4.552, -2.108], [1.081, -3.583, -1.317], [1.740, -2.521, -0.836], [2.134, 1.605, 1.081], [3.073, 2.359, 1.753], [2.630, 3.164, 2.793], [1.270, 3.242, 3.048], [0.401, 2.460, 2.309], [0.833, 1.599, 1.381], [4.757, -3.166, -2.167], [3.523, -5.152, -3.032], [1.096, -5.395, -2.465], [0.030, -3.650, -1.053], [4.112, 2.329, 1.454], [3.335, 3.762, 3.360], [0.882, 3.907, 3.809], [-0.671, 2.514, 2.453], [-4.118, -0.291, -0.885], [-5.029, -0.267, 0.212], [-6.343, -0.649, 0.035], [-7.213, -0.651, 1.120], [-6.755, -0.308, 2.380], [-5.426, 0.066, 2.554], [-4.580, 0.109, 1.462], [-2.944, 0.751, 1.616], [-2.139, 0.039, 0.288], [-2.777, -0.279, -0.766], [-1.949, -0.703, -1.939], [-2.496, -1.114, -3.137], [-1.666, -1.419, -4.206], [-0.306, -1.297, -4.034], [0.165, -0.914, -2.790], [-0.625, -0.640, -1.752], [-4.507, -0.576, -1.765], [-6.693, -0.946, -0.950], [-8.249, -0.931, 0.975], [-7.427, -0.328, 3.229], [-5.054, 0.336, 3.538], [-3.567, -1.205, -3.254], [-2.077, -1.749, -5.151], [0.387, -1.511, -4.836], [1.229, -0.855, -2.619], [-1.989, 2.981, -3.492], [-0.633, 3.327, -2.185], [-1.084, 4.987, -1.345], [1.061, 3.498, -3.063], [-0.585, 2.125, -1.030], [-2.014, 3.793, -4.218], [-2.944, 2.927, -2.974], [-1.788, 2.039, -4.001], [-0.964, 5.824, -2.030], [-0.440, 5.118, -0.480], [-2.119, 4.922, -1.021], [1.073, 4.373, -3.714], [1.248, 2.602, -3.650], [1.823, 3.601, -2.296], [-1.963, -2.981, 2.110], [-0.483, -2.916, 2.488], [0.245, -1.228, 2.321], [2.027, -1.528, 2.699], [2.383, -2.705, 3.616], [-0.421, -0.436, 3.877], [0.533, -0.179, 5.045], [-2.326, -4.008, 2.175], [-2.132, -2.627, 1.090], [-2.579, -2.373, 2.777], [0.098, -3.599, 1.869], [-0.348, -3.228, 3.525], [2.432, -0.597, 3.097], [2.501, -1.693, 1.737], [1.911, -2.639, 4.594], [3.463, -2.729, 3.775], [2.097, -3.656, 3.166], [-1.246, -1.068, 4.210], [-0.874, 0.513, 3.598], [0.898, -1.097, 5.498], [0.003, 0.372, 5.824], [1.395, 0.424, 4.752]], "forces_ev_per_a": [[0.732, 0.237, -0.543], [0.190, 0.211, -0.235], [0.175, -0.107, 0.142], [-0.105, 0.072, 0.083], [0.135, -0.003, 0.045], [0.066, -0.042, -0.023], [-0.094, -0.008, 0.055], [0.023, -0.010, 0.072], [-0.012, -0.015, 0.093], [0.049, -0.093, -0.105], [0.106, -0.082, 0.009], [0.130, 0.030, -0.012], [-0.102, 0.053, 0.088], [-0.080, -0.135, 0.134], [0.092, 0.575, 0.224], [-0.047, 0.011, -0.063], [-0.016, 0.037, 0.037], [0.029, 0.050, 0.023], [0.028, 0.006, 0.018], [-0.008, 0.020, 0.026], [-0.054, -0.052, -0.038], [0.013, -0.035, -0.056], [0.011, -0.060, 0.047], [-0.447, 0.223, -0.100], [0.072, -0.128, -0.294], [-0.113, -0.123, -0.111], [-0.014, -0.013, -0.039], [0.019, 0.015, 0.020], [-0.049, -0.047, 0.164], [0.203, 0.102, 0.097], [0.090, 0.078, 0.093], [-0.431, 0.444, 0.834], [-0.256, -0.577, -0.597], [-0.306, -0.041, 0.113], [-0.329, -0.028, -0.183], [-0.196, -0.057, -0.046], [0.131, 0.019, -0.030], [0.194, -0.043, 0.076], [-0.100, -0.144, -0.197], [-0.088, -0.010, 0.001], [0.005, 0.020, 0.082], [0.070, -0.003, -0.004], [0.046, 0.020, -0.037], [-0.045, -0.005, -0.092], [0.064, -0.011, -0.092], [-0.037, 0.035, 0.044], [0.002, 0.015, 0.067], [0.003, 0.061, 0.050], [0.029, 0.043, -0.057], [-0.024, -0.134, 0.337], [0.020, 0.015, -0.105], [-0.089, 0.101, -0.063], [0.123, 0.029, -0.157], [-0.020, -0.027, -0.022], [-0.041, -0.020, -0.001], [0.027, -0.007, 0.008], [-0.001, -0.011, -0.006], [0.042, 0.027, 0.042], [-0.040, 0.025, 0.051], [-0.010, -0.032, 0.013], [0.033, -0.044, -0.018], [0.088, 0.013, 0.019], [0.054, -0.005, -0.014], [-0.104, 0.136, -0.097], [0.079, -0.608, 0.668], [-0.105, -0.245, 0.117], [0.030, 0.107, -0.080], [0.087, 0.100, -0.046], [-0.045, 0.051, -0.023], [-0.009, 0.046, 0.014], [0.021, -0.015, 0.014], [0.014, 0.013, -0.035], [0.049, -0.014, -0.083], [0.037, -0.077, 0.008], [0.045, 0.056, -0.040], [0.121, 0.056, -0.188], [-0.013, -0.024, -0.022], [-0.051, -0.008, -0.009], [0.011, 0.028, 0.032], [-0.042, 0.002, -0.023], [-0.080, 0.016, -0.044], [0.028, -0.008, -0.019], [0.023, -0.011, -0.020], [-0.034, -0.034, 0.006]], "s_squared": 6.01, "de_lowest_ev": 0.425, "homo_lumo_gap_ha": [0.235, 0.260], "max_force_ev_per_a": 1.0, "charge": 2, "multiplicity": 5}


No. 2
{"formula": "C31H41BiN5S", "method": "wB97M-V/def2-TZVPD", "species": ["Bi", "N", "N", "C", "C", "C", "C", "H", "H", "H", "C", "C", "H", "H", "H", "C", "C", "H", "H", "H", "C", "H", "H", "H", "C", "H", "H", "H", "C", "H", "C", "H", "C", "H", "C", "H", "C", "C", "H", "C", "C", "H", "C", "H", "N", "C", "C", "C", "H", "C", "C", "H", "H", "H", "C", "H", "C", "C", "H", "H", "H", "C", "H", "H", "H", "C", "N", "C", "S", "N", "C", "H", "H", "H", "H", "H", "H", "H", "H"], "coordinates": [[1.147, -0.488, 0.266], [0.945, 0.607, 2.318], [1.421, 2.677, 0.276], [-0.799, -0.232, -2.376], [-1.534, 0.790, -1.721], [-2.343, 0.184, -0.712], [-3.330, 0.948, 0.080], [-3.028, 1.998, 0.190], [-3.467, 0.553, 1.097], [-4.315, 0.928, -0.417], [-2.065, -1.209, -0.721], [-2.720, -2.309, 0.001], [-3.733, -2.526, -0.370], [-2.852, -2.037, 1.054], [-2.096, -3.215, 0.031], [-1.041, -1.453, -1.686], [-0.552, -2.798, -2.093], [-0.359, -3.460, -1.232], [0.384, -2.733, -2.673], [-1.308, -3.302, -2.726], [-1.511, 2.232, -2.061], [-2.417, 2.534, -2.619], [-0.639, 2.496, -2.682], [-1.456, 2.850, -1.149], [-0.072, -0.135, -3.665], [0.901, -0.645, -3.641], [0.110, 0.903, -3.962], [-0.655, -0.609, -4.476], [0.823, -0.226, 3.391], [1.367, -1.175, 3.365], [-0.092, 0.046, 4.414], [-0.444, -0.780, 5.022], [-0.654, 1.345, 4.516], [-1.212, 1.645, 5.412], [-0.456, 2.211, 3.470], [-0.912, 3.200, 3.460], [0.335, 1.854, 2.328], [0.489, 2.766, 1.274], [0.082, 3.772, 1.372], [1.877, 1.488, -0.266], [2.016, 3.776, -0.375], [1.822, 4.775, -0.054], [2.817, 3.269, -1.308], [3.488, 3.740, -1.997], [2.787, 1.888, -1.223], [3.566, 0.933, -1.939], [3.464, 0.846, -3.335], [4.042, -0.261, -3.971], [3.945, -0.355, -5.056], [4.723, -1.243, -3.250], [5.387, -2.400, -3.923], [4.803, -3.321, -3.814], [6.367, -2.592, -3.473], [5.527, -2.214, -4.990], [4.766, -1.148, -1.862], [5.235, -1.944, -1.279], [4.241, -0.043, -1.193], [4.374, 0.048, 0.295], [4.920, 0.942, 0.621], [4.908, -0.839, 0.655], [3.414, 0.054, 0.860], [2.724, 1.857, -4.163], [3.373, 2.694, -4.473], [1.854, 2.289, -3.653], [2.368, 1.374, -5.086], [-5.126, -2.632, 2.877], [-3.812, -2.530, 3.561], [-3.365, -1.225, 3.598], [-2.087, -0.706, 2.627], [-4.064, -0.336, 4.325], [-4.657, -0.668, 5.630], [-5.877, -2.167, 3.536], [-5.318, -3.695, 2.708], [-5.129, -2.123, 1.887], [-3.114, -3.128, 3.113], [-3.737, 0.621, 4.213], [-3.897, -0.737, 6.440], [-5.384, 0.132, 5.832], [-5.181, -1.629, 5.547]], "forces_ev_per_a": [[-2.446, -0.758, -0.068], [0.590, -0.090, 1.021], [1.580, -1.247, -1.836], [0.034, -0.024, 1.147], [-0.127, -1.261, 0.098], [1.208, -0.327, -0.963], [-0.654, 0.114, 0.409], [-0.068, -0.136, -0.050], [-0.069, 0.114, -0.351], [0.006, 0.169, 0.148], [1.083, 0.446, -1.020], [-0.582, -0.287, 1.060], [0.129, -0.318, -0.245], [-0.160, -0.261, -0.391], [-0.315, 0.065, -0.287], [-1.112, 0.770, -0.021], [-0.030, -0.391, -0.288], [-0.013, 0.157, -0.234], [-0.230, -0.056, 0.119], [0.306, -0.134, 0.069], [-0.123, 0.560, -0.122], [0.224, 0.141, 0.119], [-0.201, -0.057, 0.140], [-0.016, -0.038, -0.228], [0.291, -0.022, -0.453], [-0.030, 0.053, -0.082], [-0.054, -0.112, 0.007], [0.160, 0.138, 0.047], [-1.399, 1.103, 0.210], [-0.259, 0.281, -0.267], [1.301, -0.276, 0.072], [0.442, 0.210, 0.411], [0.346, 0.198, -0.794], [-0.001, -0.174, -0.509], [-0.216, 0.121, 0.850], [0.171, -0.117, 0.120], [0.242, 0.133, -0.854], [-1.242, 0.123, 2.148], [-0.127, -0.380, 0.092], [0.300, 2.686, -0.229], [-0.928, -1.234, 1.094], [-0.112, 0.289, -0.027], [1.271, -0.486, -0.868], [0.015, 0.212, -0.128], [-0.435, 0.009, 0.493], [-0.368, -0.353, -0.370], [0.077, -0.384, 0.091], [0.306, 0.205, 0.211], [0.076, 0.052, 0.294], [-0.391, 0.259, 0.104], [0.107, -0.396, -0.203], [0.015, 0.117, -0.026], [-0.096, 0.030, -0.105], [-0.003, -0.037, 0.055], [0.110, 0.451, 0.048], [-0.046, 0.277, -0.156], [-0.074, -0.205, 0.060], [0.590, 0.031, 0.937], [0.128, -0.022, -0.249], [0.049, 0.184, -0.014], [1.021, -0.012, -0.612], [-0.209, 0.203, -0.462], [-0.094, -0.219, 0.169], [0.244, -0.183, -0.018], [0.071, 0.197, 0.319], [0.237, 0.074, 0.058], [-0.532, -0.713, 0.025], [2.557, 0.780, -2.111], [-1.252, -0.602, 1.364], [-0.779, 0.468, 1.078], [-0.005, 0.129, -0.499], [0.040, -0.381, -0.436], [-0.253, 0.203, 0.174], [0.079, -0.171, 0.600], [-0.315, 0.530, 0.046], [0.027, -0.482, 0.053], [-0.431, 0.091, -0.429], [0.192, -0.371, 0.287], [0.168, 0.344, 0.159]], "homo_lumo_gap_ha": [0.161, 0.161], "max_force_ev_per_a": 3.4, "charge": -1}


No. 3
{"formula": "C31H41Cl3N6OPPdS", "method": "wB97M-V/def2-TZVPD", "species": ["Pd", "N", "C", "O", "C", "C", "N", "C", "N", "H", "H", "N", "C", "N", "C", "C", "C", "C", "C", "C", "S", "H", "H", "H", "H", "H", "H", "Cl", "C", "Cl", "Cl", "C", "N", "C", "C", "C", "C", "C", "C", "P", "C", "C", "C", "C", "C", "C", "C", "C", "C", "C", "C", "C", "H", "H", "H", "H", "H", "H", "H", "H", "H", "H", "H", "H", "H", "H", "H", "H", "H", "H", "H", "H", "H", "H", "H", "H", "H", "H", "H", "H", "H", "H", "H", "H", "H"], "coordinates": [[0.035, 1.005, 1.535], [1.899, 4.315, -0.225], [2.027, 3.226, 0.567], [0.955, 2.741, 1.077], [3.288, 2.682, 0.844], [4.441, 3.213, 0.215], [5.311, 3.698, -0.365], [3.350, 1.609, 1.762], [3.396, 0.727, 2.506], [1.010, 4.786, -0.217], [2.720, 4.856, -0.451], [-2.805, 1.436, 2.753], [-2.410, 0.158, 2.859], [-1.274, -0.313, 2.394], [-1.106, -1.665, 2.736], [0.040, -2.427, 2.553], [0.028, -3.751, 2.955], [-1.101, -4.316, 3.546], [-2.230, -3.552, 3.779], [-2.210, -2.225, 3.377], [-3.431, -1.006, 3.639], [-2.156, 2.137, 2.431], [-3.645, 1.745, 3.211], [0.933, -1.982, 2.141], [0.918, -4.351, 2.821], [-1.087, -5.354, 3.851], [-3.096, -3.972, 4.272], [3.161, 3.130, 5.404], [1.819, 2.055, 5.762], [2.387, 0.498, 6.368], [0.694, 2.801, 6.904], [1.078, 1.802, 4.516], [0.510, 1.609, 3.546], [0.548, 2.465, -4.338], [1.789, 1.787, -3.740], [1.572, 1.395, -2.269], [0.101, 1.033, -2.050], [-0.782, 2.287, -2.210], [-0.190, 3.247, -3.257], [-0.264, 0.070, -0.541], [-1.987, -0.550, -0.679], [-3.078, 0.512, -0.511], [-4.402, -0.172, -0.139], [-4.543, -1.539, -0.830], [-3.799, -1.536, -2.161], [-2.282, -1.384, -1.945], [0.775, -1.451, -0.561], [0.925, -2.177, -1.932], [2.371, -2.223, -2.419], [3.281, -2.932, -1.412], [2.927, -2.565, 0.042], [2.141, -1.260, 0.115], [-0.130, 1.719, -4.764], [0.837, 3.117, -5.162], [2.642, 2.467, -3.791], [2.057, 0.906, -4.328], [1.831, 2.228, -1.630], [2.237, 0.578, -2.003], [-0.162, 0.315, -2.837], [-0.886, 2.796, -1.246], [-1.782, 1.989, -2.524], [0.509, 3.939, -2.780], [-0.991, 3.851, -3.686], [-2.047, -1.224, 0.183], [-3.200, 1.047, -1.454], [-2.809, 1.263, 0.232], [-5.230, 0.479, -0.422], [-4.463, -0.301, 0.945], [-5.596, -1.778, -0.978], [-4.137, -2.331, -0.193], [-4.173, -0.713, -2.775], [-3.994, -2.449, -2.722], [-1.842, -0.922, -2.831], [-1.825, -2.369, -1.840], [0.186, -2.106, 0.090], [0.283, -1.749, -2.700], [0.579, -3.206, -1.799], [2.738, -1.211, -2.601], [2.409, -2.730, -3.384], [4.319, -2.669, -1.621], [3.204, -4.013, -1.547], [3.828, -2.483, 0.649], [2.319, -3.358, 0.492], [2.713, -0.455, -0.351], [2.023, -0.944, 1.151]], "forces_ev_per_a": [[0.128, -0.021, 0.351], [0.001, 0.004, 0.048], [0.298, -0.248, 0.368], [-0.492, 0.291, -0.635], [-0.165, -0.071, -0.055], [-0.009, -0.058, -0.023], [0.011, 0.031, 0.026], [0.281, -0.005, -0.160], [-0.150, 0.002, 0.107], [-0.001, -0.028, -0.020], [-0.009, -0.002, 0.000], [0.013, 0.019, 0.008], [-0.025, -0.046, 0.015], [0.039, 0.056, -0.012], [0.059, -0.016, 0.025], [0.001, -0.009, 0.036], [-0.015, 0.003, 0.009], [0.001, 0.000, -0.005], [-0.007, 0.002, 0.004], [0.002, 0.002, -0.002], [-0.005, -0.003, -0.023], [-0.006, -0.015, 0.009], [0.000, 0.003, -0.007], [-0.066, -0.045, 0.074], [0.003, -0.001, 0.001], [-0.002, 0.000, 0.001], [0.001, -0.001, 0.000], [0.011, 0.009, -0.039], [0.000, -0.092, 0.010], [0.001, 0.032, -0.019], [-0.014, 0.008, 0.007], [0.045, 0.037, -0.022], [-0.094, -0.028, -0.006], [-0.002, 0.012, -0.007], [0.009, 0.011, 0.000], [-0.004, -0.096, -0.061], [-0.036, 0.003, 0.004], [0.031, 0.030, 0.028], [0.008, -0.006, 0.024], [0.069, -0.037, 0.003], [0.010, -0.040, -0.028], [-0.004, 0.010, -0.006], [0.006, 0.003, 0.009], [-0.003, 0.004, 0.002], [-0.005, -0.003, -0.003], [-0.008, -0.002, 0.018], [-0.010, 0.028, -0.068], [-0.015, -0.009, 0.000], [0.014, 0.005, 0.010], [0.003, 0.000, 0.002], [0.008, 0.004, 0.002], [0.039, 0.059, -0.009], [0.003, -0.006, -0.007], [-0.002, 0.005, 0.004], [0.006, -0.016, -0.012], [-0.020, -0.012, 0.002], [0.041, 0.156, 0.129], [-0.004, 0.028, 0.008], [-0.049, 0.033, 0.004], [-0.001, 0.000, -0.007], [0.020, 0.002, -0.017], [-0.001, -0.007, 0.003], [0.004, 0.016, 0.007], [-0.019, 0.012, -0.009], [-0.008, -0.015, 0.015], [0.003, 0.001, -0.004], [0.002, 0.000, -0.008], [-0.008, 0.004, 0.000], [0.000, -0.005, 0.005], [0.007, 0.002, 0.000], [0.001, -0.001, -0.001], [-0.003, 0.000, 0.003], [-0.014, 0.001, 0.002], [0.004, -0.004, -0.005], [0.028, -0.030, 0.005], [0.041, 0.026, -0.001], [-0.026, 0.008, -0.021], [-0.003, -0.028, -0.013], [-0.002, -0.010, 0.005], [-0.001, -0.002, -0.002], [0.000, 0.001, 0.000], [0.001, -0.007, 0.006], [-0.004, 0.000, -0.005], [0.006, -0.007, -0.025], [0.051, 0.071, -0.050]], "de_lowest_ev": 0.133, "homo_lumo_gap_ha": 0.258, "max_force_ev_per_a": 0.9, "charge": 1}